{"formula": "C20H28N4OSSbSe4TeW", "method": "ωB97M-V with the def2-TZVPD basis set", "charge": 1, "de_lowest_kcal_mol": 43.9, "homo_lumo_gap_ev": [5.49, 5.49], "e_homo_ev": [-10.01, -10.01], "e_tot_ev": -317076.2518, "species": ["W", "Se", "Sb", "Se", "Se", "Se", "C", "Te", "C", "C", "C", "C", "C", "C", "C", "H", "H", "H", "H", "H", "H", "H", "H", "C", "N", "C", "C", "C", "N", "C", "C", "O", "H", "H", "H", "H", "H", "H", "H", "H", "H", "H", "H", "H", "C", "C", "C", "C", "N", "C", "S", "N", "C", "H", "H", "H", "H", "H", "H", "H", "H"], "positions_angstrom": [[1.1326, -1.0008, 0.0948], [1.3292, -3.1590, 1.4527], [1.3388, -3.5624, -1.0341], [-0.9517, -1.4832, -1.0438], [3.2123, -0.1084, 0.5988], [0.6863, -5.7167, -1.6340], [-1.4636, 2.0536, 0.3706], [0.5531, 1.7574, -0.2385], [1.0551, 2.7647, 1.5660], [-0.1868, 3.5356, 1.9360], [-0.1263, 4.5910, 2.8408], [-1.2725, 5.2895, 3.1778], [-2.4906, 4.9441, 2.6057], [-2.5553, 3.9018, 1.6966], [-1.4074, 3.1916, 1.3589], [-1.7932, 1.1195, 0.8283], [-2.0852, 2.2665, -0.4963], [1.9104, 3.4112, 1.3821], [1.3315, 2.0174, 2.3086], [0.8247, 4.8678, 3.2795], [-1.2156, 6.1115, 3.8787], [-3.3863, 5.4948, 2.8598], [-3.5019, 3.6401, 1.2392], [4.0890, -1.6940, -2.7380], [3.2810, -0.8353, -3.5887], [3.7948, -0.7074, -4.9527], [2.7452, -0.1728, -5.8999], [2.0675, 1.0065, -5.2372], [1.4824, 0.5774, -3.9723], [0.1855, 1.1298, -3.6176], [2.1413, -0.2623, -3.1461], [1.6828, -0.5073, -1.9960], [5.1372, -1.4087, -2.8396], [3.9889, -2.7399, -3.0393], [3.8000, -1.5845, -1.7024], [4.1325, -1.6961, -5.2683], [4.6723, -0.0539, -4.9357], [2.0018, -0.9407, -6.1211], [3.2110, 0.1249, -6.8382], [1.2604, 1.3957, -5.8548], [2.7779, 1.8227, -5.0699], [-0.4799, 1.0467, -4.4774], [0.2655, 2.1840, -3.3414], [-0.2443, 0.5627, -2.7987], [-3.2394, -4.1562, 1.5973], [-2.7047, -3.1453, 2.5514], [-3.0907, -2.9824, 3.8561], [-2.4816, -1.9594, 4.5955], [-1.5278, -1.1875, 4.0825], [-1.1439, -1.3866, 2.8286], [0.1357, -0.3497, 2.2773], [-1.7508, -2.3204, 2.0783], [-2.8602, -1.6887, 6.0141], [-3.9059, -4.8486, 2.1038], [-2.4190, -4.7139, 1.1406], [-3.7874, -3.6573, 0.7953], [-3.8439, -3.6211, 4.2914], [-1.4913, -2.3536, 1.0797], [-3.6232, -2.3739, 6.3745], [-3.2234, -0.6639, 6.0982], [-1.9729, -1.7666, 6.6424]], "forces_ev_per_a": [[0.7, 0.6, 0.3], [-0.1, 0.0, 0.0], [0.0, -0.2, -0.1], [-0.2, -0.1, -0.1], [-0.3, -0.1, -0.1], [-0.1, -0.1, 0.0], [0.0, -0.1, 0.0], [-0.1, -0.2, 0.2], [0.0, 0.0, 0.0], [0.0, 0.0, 0.0], [0.0, 0.0, 0.0], [0.0, 0.0, 0.0], [0.0, 0.0, 0.0], [0.0, 0.0, 0.0], [0.0, 0.0, 0.0], [0.0, 0.0, 0.0], [0.0, 0.0, 0.0], [0.0, 0.0, 0.0], [0.0, 0.0, 0.0], [0.0, 0.0, 0.0], [0.0, 0.0, 0.0], [0.0, 0.0, 0.0], [0.0, 0.0, 0.0], [0.0, 0.0, 0.0], [-0.1, -0.1, 0.1], [0.0, 0.0, 0.0], [0.0, 0.0, 0.0], [0.0, 0.0, 0.0], [-0.1, 0.0, 0.1], [0.0, 0.0, -0.1], [0.1, -0.1, 0.1], [0.1, 0.1, -0.2], [0.0, 0.0, 0.0], [0.0, 0.0, 0.0], [0.0, 0.0, 0.1], [0.0, 0.0, 0.0], [0.0, 0.0, 0.0], [0.0, 0.0, 0.0], [0.0, 0.0, 0.0], [0.0, 0.0, 0.0], [0.0, 0.0, 0.0], [0.0, 0.0, 0.0], [0.0, 0.0, 0.0], [0.0, -0.1, 0.0], [0.0, 0.0, 0.0], [-0.1, -0.1, 0.1], [0.1, 0.0, -0.2], [0.0, 0.0, 0.1], [0.0, 0.0, 0.0], [0.0, 0.3, 0.4], [-0.2, -0.2, 0.0], [0.2, 0.2, -0.5], [0.0, 0.0, 0.0], [0.0, 0.0, 0.0], [0.0, 0.0, 0.0], [0.0, 0.0, 0.0], [0.0, 0.0, 0.0], [0.1, -0.1, 0.1], [0.0, 0.0, 0.0], [0.0, 0.0, 0.0], [0.0, 0.0, 0.0]], "lowdin_charge": [0.04, 0.06, 0.30, 0.12, 0.21, -0.05, -0.39, 1.39, -0.40, -0.29, -0.03, -0.07, -0.07, -0.03, -0.29, 0.03, 0.07, 0.07, 0.02, 0.12, 0.11, 0.11, 0.12, -0.05, -0.06, -0.14, -0.14, -0.14, -0.07, -0.07, -0.44, -0.45, 0.10, 0.09, -0.01, 0.13, 0.13, 0.13, 0.13, 0.13, 0.14, 0.10, 0.07, -0.01, 0.02, -0.24, 0.06, -0.27, 0.12, -0.71, 0.55, 0.07, -0.01, 0.09, 0.10, 0.10, 0.13, -0.03, 0.08, 0.10, 0.10]}


{"formula": "C20H28NO2", "method": "ωB97M-V with the def2-TZVPD basis set", "charge": 1, "de_lowest_kcal_mol": 10.3, "homo_lumo_gap_ev": 9.38, "smiles": "CCCC[NH2+]CCOCCOc1ccccc1-c1ccccc1", "e_homo_ev": -11.62, "e_tot_ev": -26773.6507, "species": ["C", "C", "C", "C", "N", "C", "C", "O", "C", "C", "O", "C", "C", "C", "C", "C", "C", "C", "C", "C", "C", "C", "C", "H", "H", "H", "H", "H", "H", "H", "H", "H", "H", "H", "H", "H", "H", "H", "H", "H", "H", "H", "H", "H", "H", "H", "H", "H", "H", "H", "H"], "positions_angstrom": [[-3.6205, 0.7019, -3.5802], [-2.6277, -0.2869, -2.9814], [-1.6108, 0.3721, -2.0467], [-2.2751, 0.9846, -0.8172], [-1.2535, 1.3692, 0.1766], [-1.6768, 2.3024, 1.2379], [-0.3992, 2.9202, 1.8238], [0.4113, 3.2601, 0.7104], [1.8099, 3.1188, 0.8561], [2.2598, 1.6701, 1.1018], [1.4883, 0.7983, 0.2886], [2.0885, -0.3803, -0.1459], [3.3229, -0.3755, -0.7781], [3.8676, -1.5529, -1.2574], [3.1742, -2.7428, -1.1196], [1.9324, -2.7464, -0.5149], [1.3681, -1.5747, -0.0152], [0.0393, -1.6307, 0.6212], [-0.9928, -2.3563, 0.0244], [-2.2391, -2.4328, 0.6197], [-2.4824, -1.7900, 1.8241], [-1.4656, -1.0752, 2.4354], [-0.2165, -0.9875, 1.8356], [-3.0987, 1.5215, -4.0680], [-4.2337, 0.2033, -4.3250], [-4.2843, 1.1100, -2.8225], [-2.0791, -0.7706, -3.7901], [-3.1661, -1.0643, -2.4366], [-1.0708, 1.1477, -2.5930], [-0.8892, -0.3814, -1.7269], [-2.9591, 0.2686, -0.3563], [-2.8374, 1.8755, -1.1009], [-0.4576, 1.8660, -0.2797], [-0.8280, 0.5149, 0.6056], [-2.2598, 1.7875, 2.0010], [-2.2836, 3.0887, 0.7851], [0.1043, 2.2006, 2.4742], [-0.6396, 3.8137, 2.4097], [2.2034, 3.4762, -0.0975], [2.1920, 3.7543, 1.6627], [3.3274, 1.5975, 0.8866], [2.1178, 1.3888, 2.1559], [3.8575, 0.5533, -0.9101], [4.8309, -1.5354, -1.7420], [3.5977, -3.6642, -1.4861], [1.3936, -3.6742, -0.3967], [-0.8111, -2.8687, -0.9082], [-3.0210, -3.0100, 0.1505], [-3.4497, -1.8671, 2.2954], [-1.6338, -0.6059, 3.3937], [0.5888, -0.4850, 2.3506]], "forces_ev_per_a": [[0.1, -0.2, 0.0], [0.1, 0.3, 0.0], [-0.2, -0.2, 0.1], [-0.3, -0.2, -0.6], [0.5, 0.0, -0.1], [0.2, 0.5, 0.4], [-0.1, -0.1, 0.0], [-0.4, 0.0, 0.1], [0.4, -0.3, -0.1], [-0.1, 0.4, 0.3], [0.2, -0.1, -0.3], [-0.1, -0.2, 0.0], [-0.1, 0.2, 0.1], [0.0, 0.0, 0.0], [0.0, -0.1, -0.1], [0.1, 0.1, 0.0], [0.2, 0.2, 0.0], [-0.2, 0.1, 0.2], [0.1, 0.1, 0.1], [-0.1, 0.0, 0.0], [-0.1, 0.0, 0.0], [0.1, 0.0, 0.0], [0.1, -0.4, 0.2], [0.0, 0.1, -0.1], [-0.1, 0.0, -0.1], [-0.1, 0.1, 0.0], [0.0, -0.1, 0.0], [0.0, -0.1, 0.0], [0.1, 0.1, 0.0], [0.1, 0.1, 0.0], [0.1, 0.1, 0.1], [0.0, 0.0, 0.2], [-0.3, -0.4, 0.1], [-0.3, 0.5, -0.3], [0.0, 0.0, -0.1], [0.0, -0.2, -0.1], [0.0, 0.0, 0.0], [0.0, -0.1, 0.0], [0.1, 0.0, 0.1], [0.0, 0.0, -0.1], [-0.1, 0.0, 0.0], [0.1, 0.0, -0.1], [0.0, 0.1, 0.0], [0.1, 0.0, 0.0], [0.0, -0.1, 0.0], [-0.1, -0.1, 0.0], [0.0, 0.0, -0.1], [-0.1, -0.1, -0.1], [-0.1, 0.0, 0.0], [0.0, 0.0, 0.1], [0.1, 0.1, 0.0]], "lowdin_charge": [-0.10, -0.25, -0.18, -0.13, 0.03, -0.08, -0.15, -0.15, -0.14, -0.15, -0.09, -0.20, 0.00, -0.06, -0.06, -0.01, -0.11, -0.19, -0.03, -0.06, -0.07, -0.08, -0.06, 0.08, 0.08, 0.07, 0.11, 0.11, 0.13, 0.10, 0.13, 0.13, 0.16, 0.12, 0.14, 0.14, 0.12, 0.14, 0.14, 0.14, 0.13, 0.12, 0.12, 0.11, 0.11, 0.12, 0.12, 0.11, 0.11, 0.11, 0.12]}


{"formula": "C20H28NO2SV", "method": "ωB97M-V with the def2-TZVPD basis set", "de_lowest_kcal_mol": 43.1, "spin_multiplicity": 3, "homo_lumo_gap_ev": [7.43, 6.13], "e_homo_ev": [-6.96, -5.70], "e_tot_ev": -63297.2684, "species": ["O", "C", "C", "H", "H", "C", "H", "H", "C", "H", "H", "H", "C", "H", "H", "H", "V", "C", "C", "C", "H", "C", "C", "H", "H", "H", "H", "C", "C", "C", "H", "C", "C", "H", "H", "H", "H", "O", "C", "C", "H", "H", "C", "H", "H", "C", "H", "H", "H", "H", "S", "C", "N"], "positions_angstrom": [[0.4423, -0.0575, -0.4667], [-0.4530, -1.1259, -0.9020], [0.2740, -2.1751, -0.0552], [-0.3654, -1.2862, -1.9762], [-1.4775, -0.9286, -0.5562], [1.1345, -0.9796, 0.4278], [0.8936, -2.8651, -0.6264], [-0.3341, -2.6857, 0.7000], [2.5709, -1.0351, -0.0389], [2.5754, -1.1109, -1.1329], [3.0718, -1.9003, 0.3939], [3.0952, -0.1076, 0.2114], [0.8770, -0.8119, 1.8979], [-0.1672, -1.0299, 2.1289], [1.1082, 0.1696, 2.2974], [1.4719, -1.5504, 2.4411], [-1.0883, 2.7097, 1.4924], [-2.2249, 2.5947, 3.2757], [-3.1281, 2.8600, 2.1852], [-3.0390, 1.7660, 1.2541], [-3.8228, 3.6942, 2.1104], [-2.0916, 0.8209, 1.7695], [-1.5759, 1.3345, 3.0172], [-0.8741, 0.8300, 3.6811], [-2.1090, 3.1951, 4.1781], [-3.6095, 1.6535, 0.3356], [-1.9101, -0.1658, 1.3611], [0.3874, 4.6869, 1.4639], [0.8499, 3.6205, 2.4229], [1.3184, 2.5165, 1.7015], [0.8904, 3.7754, 3.4991], [1.0701, 2.7423, 0.2950], [0.5846, 4.0437, 0.1240], [0.4153, 4.5848, -0.8032], [0.7944, 5.7022, 1.6100], [1.9415, 1.7219, 2.1009], [1.3006, 2.0392, -0.5066], [0.5107, -2.9249, -2.8211], [1.1638, -4.1665, -2.4643], [1.0989, -5.1590, -3.6426], [0.6372, -4.6257, -1.6042], [2.1940, -3.9567, -2.1244], [0.0508, -4.5454, -4.5915], [0.8095, -6.1445, -3.2569], [2.0794, -5.2368, -4.1282], [-0.1796, -3.1137, -4.0722], [-0.8701, -5.1228, -4.5464], [0.3929, -4.5117, -5.6242], [-1.2431, -2.8840, -3.9046], [0.1963, -2.3628, -4.7832], [-2.6461, 6.9728, 2.5425], [-1.8107, 5.7562, 2.0587], [-1.1803, 4.7798, 1.6510]], "forces_ev_per_a": [[-0.7, -0.5, 0.4], [0.1, 0.3, 0.2], [0.5, 0.3, -0.5], [-0.4, 0.2, 0.3], [0.1, 0.0, -0.4], [-0.4, -0.7, -0.4], [-0.5, 0.1, 0.3], [0.3, 0.1, -0.2], [0.0, 0.2, 0.1], [0.0, -0.1, 0.2], [0.2, 0.1, 0.1], [0.1, -0.1, 0.1], [0.2, 0.3, 0.6], [0.1, 0.1, 0.0], [0.0, -0.1, -0.1], [0.1, -0.1, 0.0], [3.7, 2.1, -1.1], [-1.0, -1.1, 0.1], [-0.3, -1.3, 0.4], [-0.2, -0.1, 0.8], [0.5, -0.1, -0.1], [-0.7, 0.0, 0.8], [-1.4, -0.4, 0.1], [-0.2, 0.3, -0.3], [0.1, -0.1, -0.5], [0.2, 0.1, 0.2], [0.2, 0.4, 0.0], [1.2, -0.4, 0.0], [-0.5, 0.5, -0.2], [-0.2, 0.0, -1.0], [0.1, 0.0, -0.3], [0.5, 0.1, 0.4], [-0.4, -0.3, 0.3], [-0.1, -0.3, 0.2], [-0.4, -0.2, -0.1], [-0.5, 0.2, -0.1], [-0.1, 0.3, 0.4], [0.6, -1.7, -1.0], [-0.2, -0.3, 0.5], [0.3, 0.6, 0.1], [0.1, 0.3, -0.3], [-0.4, 0.0, -0.3], [0.0, 0.1, 0.4], [0.1, 0.2, -0.3], [-0.3, -0.1, 0.1], [-0.1, 0.5, 0.0], [-0.1, 0.0, -0.1], [0.0, -0.1, 0.0], [0.2, -0.2, -0.1], [0.0, -0.2, 0.2], [-0.3, 0.6, 0.3], [1.5, -2.6, -1.2], [-1.9, 3.2, 1.0]], "lowdin_spin": [0.01, 0.00, 0.00, 0.00, 0.00, 0.00, 0.00, 0.00, 0.00, 0.00, 0.00, 0.00, 0.00, 0.00, 0.00, 0.00, 2.33, 0.03, 0.02, 0.05, 0.00, 0.05, 0.02, 0.00, 0.00, 0.01, 0.01, -0.05, -0.12, -0.11, 0.00, -0.06, -0.14, 0.00, -0.01, 0.00, 0.00, 0.00, 0.00, 0.00, 0.00, 0.00, 0.00, 0.00, 0.00, 0.00, 0.00, 0.00, 0.00, 0.00, 0.01, 0.00, -0.04]}